--- A ---
Formula: C6H9NO2
Source: OMol25
Level of theory: ωB97M-V with the def2-TZVPD basis set

The value obtained for the LUMO energy is 0.16 eV. The SMILES is [H]/N=C(/C)C(=C)O.C#CO. The calculation puts the orbital gap at 8.865 eV.

Each line ends with the natural charge from an NBO analysis.
Atoms and positions in Å:
H 0.0263 -1.6151 0.7197  0.358
N 0.2927 -0.9311 0.0181  -0.648
C -0.6092 -0.1229 -0.3489  0.304
C -0.2963 0.8940 -1.3914  -0.671
C -1.9962 -0.1005 0.1794  0.243
C -2.3585 -0.7000 1.3145  -0.468
O -2.8576 0.6101 -0.5951  -0.670
H -0.4688 1.8916 -0.9914  0.237
H -0.9702 0.7618 -2.2357  0.242
H 0.7339 0.8011 -1.7199  0.240
H -3.3703 -0.6529 1.6815  0.203
H -1.6567 -1.2370 1.9241  0.210
H -3.7376 0.6056 -0.1994  0.489
C 4.1804 0.4354 1.0299  -0.447
C 3.5272 -0.0833 0.1709  0.329
O 2.8658 -0.6323 -0.7986  -0.699
H 4.7676 0.8750 1.7740  0.228
H 1.9275 -0.7996 -0.5317  0.519

=====

--- B ---
Formula: C6H9NO2
Source: OMol25
Level of theory: ωB97M-V with the def2-TZVPD basis set

The value obtained for the LUMO energy is 0.58 eV. The SMILES is CC1=C[C@]1(O)CC(N)=O. The calculation puts the orbital gap at 9.105 eV.

Each line ends with the natural charge from an NBO analysis.
Atoms and positions in Å:
C -1.4232 -1.4880 -0.1160  -0.669
C -0.0243 -1.0571 -0.2824  0.055
C 1.2286 -1.2425 -0.6866  -0.228
C 0.6164 0.0219 -1.1554  0.159
O 0.1590 0.2391 -2.4693  -0.719
C 0.7278 1.2720 -0.3622  -0.483
C 0.5302 0.7522 1.2943  0.692
N -0.5116 1.3347 1.9412  -0.839
O 1.4454 0.2169 1.8729  -0.616
H -2.1209 -0.8721 -0.6833  0.227
H -1.5154 -2.5194 -0.4561  0.240
H -1.7159 -1.4468 0.9337  0.237
H 2.1754 -1.5833 -0.3172  0.228
H 0.3287 -0.5570 -2.9832  0.475
H 1.7587 1.6053 -0.2666  0.228
H 0.0253 2.0507 -0.6587  0.214
H -1.2237 1.8444 1.4508  0.396
H -0.4605 1.4291 2.9441  0.402

=====

Which of them is the most stable, and which is the least stable? A and B, in that order.

=====

--- A ---
Formula: C2H4NS
Source: OMol25
Level of theory: ωB97M-V with the def2-TZVPD basis set

The value obtained for the LUMO energy is -5.28 eV. The SMILES is [NH2+]1[C@@H]2S[C@H]12. The total charge is +1. The calculation puts the orbital gap at 9.013 eV.

Each line ends with the natural charge from an NBO analysis.
Atoms and positions in Å:
N 0.1165 0.0888 0.6046  -0.556
C -0.7058 0.9494 -0.3298  -0.106
S -2.3016 0.0189 0.1828  0.376
C -0.7801 -0.8368 -0.0221  -0.130
H 1.1672 -0.0266 0.6482  0.478
H -0.0657 0.3223 1.5965  0.449
H -0.5721 1.1158 -1.3051  0.239
H -0.5052 -1.4934 -0.7151  0.249

=====

--- B ---
Formula: C2H4NS
Source: OMol25
Level of theory: ωB97M-V with the def2-TZVPD basis set

The value obtained for the LUMO energy (alpha / beta) is -6.44 / -5.61 eV. The total charge is +1. The calculation puts the orbital gap (alpha / beta) at 7.214 / 7.936 eV.

Each line ends with the natural charge from an NBO analysis.
Atoms and positions in Å:
C 0.1016 -1.1427 -0.2442  0.161
C 1.6613 0.4102 0.2943  -0.169
N -1.1451 -0.3949 0.0400  -0.877
S 3.1016 -0.2870 -0.0244  0.313
H -1.1892 0.6379 -0.0035  0.453
H -1.5198 -0.6298 1.0281  0.461
H -1.6703 -0.7027 -0.7571  0.462
H 3.6313 0.8507 0.5997  0.197

=====

Which of them is the most stable, and which is the least stable? A and B, in that order.

=====

--- A ---
Formula: C3H9NO
Source: OMol25
Level of theory: ωB97M-V with the def2-TZVPD basis set

The value obtained for the LUMO energy is 0.84 eV. The SMILES is C/C=C/N.O. The calculation puts the orbital gap at 9.115 eV.

Each line ends with the natural charge from an NBO analysis.
Atoms and positions in Å:
C -0.3114 -0.1254 -2.0386  -0.628
C -0.9126 0.3134 -0.7041  -0.289
C -0.0551 0.6386 0.2574  -0.016
N -0.3297 1.3639 1.4462  -0.814
H -0.7722 0.4002 -2.8789  0.208
H 0.7266 0.1911 -2.0242  0.211
H -0.4966 -1.1691 -2.3024  0.204
H -1.9795 0.4656 -0.6702  0.201
H 1.0168 0.5187 0.1659  0.192
H 0.4577 1.3346 2.0812  0.367
H -1.1018 0.9732 1.9619  0.361
O 1.6199 -1.4848 1.5155  -0.935
H 1.1801 -1.7334 2.3297  0.466
H 0.9578 -1.6866 0.8607  0.473

=====

--- B ---
Formula: C3H9NO
Source: OMol25
Level of theory: ωB97M-V with the def2-TZVPD basis set

The value obtained for the LUMO energy is 0.95 eV. The SMILES is C=O.CCN. The calculation puts the orbital gap at 10.241 eV.

Each line ends with the natural charge from an NBO analysis.
Atoms and positions in Å:
C -1.5143 0.0811 2.9239  0.276
O -1.3961 -1.1066 2.7732  -0.498
H -2.1354 0.7074 2.2630  0.116
H -1.1622 0.5317 3.8654  0.105
C 1.4261 -0.3665 -2.7460  -0.625
C 0.9227 0.8604 -1.9136  -0.211
N 0.3240 0.5020 -0.6226  -0.835
H 0.5795 -1.0269 -2.9197  0.199
H 1.8121 0.0087 -3.7340  0.207
H 2.2280 -0.8431 -2.1927  0.201
H 1.7377 1.5539 -1.6771  0.187
H 0.1403 1.2839 -2.5569  0.181
H -0.3080 -0.2732 -0.8311  0.343
H 0.9685 0.1038 0.0587  0.352

=====

--- C ---
Formula: C3H9NO
Source: OMol25
Level of theory: ωB97M-V with the def2-TZVPD basis set

The value obtained for the LUMO energy is -4.20 eV. The calculation puts the orbital gap at 4.220 eV.

Each line ends with the natural charge from an NBO analysis.
Atoms and positions in Å:
C -0.9672 -1.1293 -0.7509  -0.371
C -0.4865 -0.1742 0.0605  -0.130
C 0.7190 0.6358 -0.2674  -0.503
O 1.2819 -0.2266 -2.5254  -0.846
N -0.9176 0.4472 2.5263  -0.843
H -1.6716 -1.9086 -0.3991  0.213
H -0.6255 -1.1882 -1.7761  0.263
H -0.8684 -0.1708 1.0944  0.310
H 1.4535 0.4677 0.5444  0.231
H 1.0236 0.3145 -1.2890  0.333
H 0.4651 1.7122 -0.3337  0.221
H 2.1616 -0.3646 -2.8720  0.458
H -0.7001 0.1961 3.4307  0.339
H -0.8677 1.3888 2.5573  0.323

=====

--- D ---
Formula: C3H9NO
Source: OMol25
Level of theory: ωB97M-V with the def2-TZVPD basis set

The value obtained for the LUMO energy is 1.09 eV. The SMILES is CNCOC. The calculation puts the orbital gap at 10.002 eV.

Each line ends with the natural charge from an NBO analysis.
Atoms and positions in Å:
C 1.8187 -0.0432 0.6211  -0.420
N 1.2508 0.5920 -0.5554  -0.645
C -0.1959 0.7564 -0.4083  0.097
O -0.7741 -0.5106 -0.2122  -0.591
C -2.0077 -0.7921 0.4325  -0.238
H 1.1430 -0.7524 1.1257  0.189
H 2.7748 -0.4940 0.3387  0.206
H 1.9975 0.6943 1.4089  0.183
H 1.3783 0.3120 -1.5122  0.375
H -0.3725 1.4859 0.4038  0.152
H -0.5883 1.1478 -1.3523  0.161
H -2.6736 0.0406 0.1330  0.165
H -1.8484 -0.7767 1.5180  0.171
H -2.4287 -1.7168 0.0491  0.195

=====

Which of them is the most stable, and which is the least stable? A and C, in that order.

=====

--- A ---
Formula: CH5N2S
Source: OMol25
Level of theory: ωB97M-V with the def2-TZVPD basis set

The value obtained for the LUMO energy is 4.57 eV. The total charge is -1. The calculation puts the orbital gap at 7.456 eV.

Each line ends with the natural charge from an NBO analysis.
Atoms and positions in Å:
S 2.2696 1.1937 0.5826  -1.070
H 3.2212 0.3005 0.9400  0.099
N -0.5764 0.4455 -0.9341  -0.820
C -0.7371 -0.3097 0.1874  0.278
N -1.6014 -1.2531 0.1086  -0.805
H -0.7658 0.1210 -1.8662  0.370
H 0.1658 1.1282 -0.9664  0.409
H -0.1062 0.0942 0.9767  0.212
H -1.8697 -1.7202 0.9714  0.326

=====

--- B ---
Formula: CH5N2S
Source: OMol25
Level of theory: ωB97M-V with the def2-TZVPD basis set

The value obtained for the LUMO energy is 3.88 eV. The total charge is -1. The calculation puts the orbital gap at 6.691 eV.

Each line ends with the natural charge from an NBO analysis.
Atoms and positions in Å:
S 0.3267 2.8961 0.3584  -0.981
H -0.9077 2.6952 0.8428  0.103
N 0.8219 -0.1711 0.1649  -0.839
C -0.0374 -1.0986 -0.2705  0.284
N -1.2607 -0.8856 -0.5874  -0.773
H 0.5912 0.8662 0.2908  0.431
H 1.7614 -0.4561 0.3608  0.362
H 0.4283 -2.0907 -0.3495  0.101
H -1.7237 -1.7554 -0.8104  0.312

=====

Which of them is the most stable, and which is the least stable? B and A, in that order.